The following is a DFT calculation (ωB97M-V/def2-TZVPD) of a 11-piece molecular cluster, C33H66O33 overall.

Geometry as ORCA input:
```
! RIJCOSX wB97M-V def2-TZVPD def2/J DEFGRID3
* xyz 0 1
C 1.6481 1.8970 -3.2278
O 1.2454 0.7107 -2.5232
C 1.7273 0.5573 -1.2963
O 2.7557 1.0433 -0.8528
O 0.9639 -0.2436 -0.7306
C 1.3339 -0.7000 0.6074
H 2.6861 1.7198 -3.5096
H 1.6624 2.8450 -2.6901
H 0.9682 2.0007 -4.0734
H 0.6849 -1.4900 0.9854
H 1.2297 0.0863 1.3549
H 2.3442 -1.0780 0.7639
C 0.6860 6.8521 2.3948
O -0.3154 7.7714 2.0233
C -0.9897 8.4579 2.8781
O -0.9496 8.2884 4.0671
O -1.7931 9.2849 2.1835
C -2.7364 10.0534 2.7995
H 0.6319 6.0785 1.6289
H 0.4427 6.3161 3.3123
H 1.7477 7.0987 2.4025
H -2.4285 11.0981 2.8419
H -2.9469 9.6995 3.8088
H -3.6878 9.9577 2.2763
C -3.9918 -0.4150 -9.3887
O -5.2461 -1.0665 -9.1025
C -6.4009 -0.3704 -9.0326
O -6.4841 0.7838 -9.1050
O -7.3907 -1.2375 -8.7445
C -8.7385 -0.9165 -8.8498
H -3.5037 -1.1293 -10.0518
H -3.5593 -0.2879 -8.3963
H -4.1025 0.5436 -9.8955
H -9.1769 -1.8922 -9.0593
H -8.9581 -0.3930 -9.7803
H -9.1681 -0.4170 -7.9814
C -2.8791 -8.1599 -0.4370
O -2.5463 -9.5273 -0.6353
C -2.8600 -10.5486 0.2169
O -3.6109 -10.4662 1.2199
O -2.2194 -11.6333 -0.1729
C -2.3489 -12.6949 0.6982
H -2.4236 -7.5836 -1.2422
H -2.5211 -7.9441 0.5697
H -3.9587 -8.0101 -0.4521
H -1.9987 -12.4830 1.7085
H -1.7831 -13.5762 0.3961
H -3.3707 -12.9395 0.9882
C 5.6439 -2.2826 9.1068
O 6.4784 -1.8778 8.0753
C 6.1480 -2.0109 6.7561
O 5.1569 -2.5797 6.3037
O 6.9599 -1.3045 6.0364
C 6.5402 -0.7862 4.7709
H 5.9089 -1.7048 9.9922
H 5.6139 -3.3617 9.2577
H 4.6378 -1.9335 8.8747
H 7.3654 -0.0843 4.6504
H 5.7257 -0.0621 4.7526
H 6.4740 -1.3419 3.8355
C -1.2641 -2.8031 8.7852
O -1.4565 -1.5140 9.3672
C -2.5995 -1.4149 10.0636
O -3.6319 -2.0538 9.9095
O -2.4612 -0.4101 10.9249
C -3.6694 0.1686 11.4640
H -1.6647 -3.6251 9.3784
H -0.2344 -3.1231 8.6257
H -1.8041 -2.9172 7.8452
H -4.1056 -0.6774 11.9951
H -4.2607 0.4539 10.5939
H -3.4802 1.0053 12.1366
C -3.6815 4.8395 -2.7435
O -3.8107 3.6267 -1.9376
C -3.8792 2.4829 -2.6096
O -3.7997 2.4332 -3.8255
O -3.9830 1.4719 -1.8113
C -4.5310 0.3051 -2.3668
H -4.0573 5.7268 -2.2341
H -4.2773 4.7817 -3.6545
H -2.6982 4.9985 -3.1861
H -4.8893 -0.4446 -1.6613
H -3.6821 -0.1151 -2.9061
H -5.2457 0.5331 -3.1576
C -5.3991 -2.8336 4.4019
O -4.6430 -1.7235 4.0421
C -4.9617 -0.4771 4.3549
O -6.1296 -0.1160 4.8298
O -3.9590 0.2592 3.8739
C -3.9273 1.6912 3.9587
H -6.2166 -2.6592 5.1015
H -4.6957 -3.5799 4.7713
H -5.8836 -3.2513 3.5194
H -3.8209 2.0955 4.9654
H -4.8357 2.1370 3.5535
H -3.1411 2.1323 3.3459
C 2.8727 6.5720 -10.0552
O 2.9865 6.7710 -8.6380
C 2.6276 7.9677 -8.1029
O 2.3260 8.9920 -8.7555
O 2.6609 7.8184 -6.7500
C 2.3236 8.8314 -5.7659
H 1.8330 6.5598 -10.3822
H 3.2009 5.5595 -10.2900
H 3.4340 7.2679 -10.6787
H 2.5765 9.8159 -6.1596
H 2.8633 8.5809 -4.8526
H 1.3499 8.8887 -5.2792
C 2.3227 -7.6769 3.0737
O 1.1560 -7.6286 3.8273
C 0.6449 -8.6689 4.4672
O 1.1362 -9.7903 4.4602
O -0.3674 -8.3225 5.1605
C -1.2354 -9.2241 5.8215
H 2.1764 -7.1933 2.1079
H 2.6331 -8.6875 2.8084
H 3.1161 -7.2182 3.6638
H -1.7045 -10.0385 5.2694
H -2.0421 -8.5917 6.1923
H -0.8956 -9.6154 6.7804
C 12.7826 3.3241 -8.7311
O 12.0074 3.4581 -7.4690
C 10.6619 3.5477 -7.5901
O 10.0275 3.3011 -8.6220
O 10.1487 3.9742 -6.4047
C 8.7752 4.3279 -6.2444
H 13.6683 2.7198 -8.5348
H 12.9576 4.2492 -9.2803
H 12.2306 2.7223 -9.4531
H 8.2141 4.1358 -7.1588
H 8.7186 5.3998 -6.0548
H 8.2696 3.8574 -5.4011
*
```

- Kohn-Sham gap: 0.388 Ha
- SMILES string: COC(=O)OC.COC(=O)OC.COC(=O)OC.COC(=O)OC.COC(=O)OC.COC(=O)OC.COC(=O)OC.COC(=O)OC.COC(=O)OC.COC(=O)OC.COC(=O)OC
- LUMO energy: 0.0013 Ha
- Energy: -3779.73994 Ha
- Relative energy (zero: lowest compared OMol25 entry of this formula, charge and spin): 166.2 kcal per mole
- E_HOMO: -10.53 eV

***

The following is a DFT calculation (ωB97M-V/def2-TZVPD) of a 11-piece molecular cluster, C33H66O33 overall.

Geometry as ORCA input:
```
! RIJCOSX wB97M-V def2-TZVPD def2/J DEFGRID3
* xyz 0 1
C -2.4677 0.1835 7.3510
O -1.2479 -0.2785 6.8050
C -1.2469 -0.8469 5.6416
O -2.2507 -1.0531 4.9191
O -0.0223 -0.8318 5.3017
C 0.2769 -1.3264 4.0086
H -2.9705 0.9520 6.7639
H -2.2553 0.4904 8.3751
H -3.2241 -0.5964 7.4388
H 0.2089 -2.4031 3.8533
H 1.2858 -0.9530 3.8331
H -0.3776 -0.9144 3.2405
C 3.3726 5.0169 1.1049
O 2.6162 5.9676 1.8345
C 1.3197 6.0836 1.5792
O 0.6718 5.3378 0.7852
O 0.8135 6.8895 2.5756
C -0.5834 6.9889 2.7168
H 4.4311 4.9307 1.3504
H 3.3772 5.2973 0.0516
H 2.9921 3.9962 1.1439
H -1.0803 6.0504 2.9625
H -1.0215 7.2815 1.7625
H -1.0428 7.6141 3.4824
C 6.1854 0.4360 -0.8758
O 5.9664 0.5276 0.4984
C 5.2054 1.4670 1.0352
O 4.7025 2.4420 0.3840
O 5.1697 1.2832 2.3555
C 4.4692 2.1312 3.2600
H 5.2492 0.3649 -1.4295
H 6.7360 -0.4623 -1.1549
H 6.7107 1.3251 -1.2246
H 3.3925 2.1757 3.0960
H 4.8920 3.1176 3.4509
H 4.5686 1.6309 4.2233
C -4.7437 -4.4372 -0.7576
O -4.7976 -5.5730 -1.5767
C -5.4730 -5.5307 -2.7488
O -6.0851 -4.5673 -3.1300
O -5.3279 -6.6503 -3.4736
C -5.9500 -6.7277 -4.7040
H -4.4716 -4.7088 0.2624
H -5.6784 -3.9349 -0.5085
H -4.0206 -3.7118 -1.1304
H -5.6201 -5.9372 -5.3780
H -7.0305 -6.7052 -4.8460
H -5.7217 -7.6785 -5.1855
C -1.9912 1.9141 3.0710
O -2.8547 2.3383 4.1784
C -2.5612 3.4676 4.7642
O -1.7846 4.3148 4.3783
O -3.1799 3.4777 5.8722
C -3.1300 4.6051 6.7580
H -1.7422 2.6137 2.2731
H -2.1902 0.9741 2.5564
H -1.0468 1.6803 3.5623
H -3.3499 4.3138 7.7851
H -3.9245 5.2837 6.4477
H -2.1687 5.1137 6.6841
C -1.2471 3.2679 -1.1837
O -2.5388 2.8883 -1.5874
C -3.1219 3.4550 -2.6848
O -2.5891 4.2923 -3.4169
O -4.2260 2.8268 -2.8713
C -5.3047 3.3084 -3.6662
H -0.5361 2.8388 -1.8898
H -1.0401 2.8395 -0.2030
H -1.0163 4.3323 -1.1416
H -5.1549 2.7868 -4.6114
H -5.2860 4.3838 -3.8434
H -6.2828 3.1085 -3.2287
C 2.0296 1.7945 -0.7686
O 1.5684 0.5134 -0.7755
C 0.4624 0.2184 -0.0698
O 0.0820 0.8916 0.8660
O -0.1197 -0.8899 -0.6092
C -1.5458 -1.1512 -0.3872
H 3.0453 1.8938 -1.1515
H 1.9526 2.3792 0.1480
H 1.5466 2.4173 -1.5216
H -1.7632 -1.2799 0.6731
H -1.8571 -1.9956 -1.0022
H -2.1654 -0.2894 -0.6348
C -2.4354 -3.5923 -3.6912
O -1.5463 -2.5772 -4.1017
C -1.5765 -1.2734 -3.7790
O -2.5000 -0.7321 -3.0925
O -0.5361 -0.7076 -4.3690
C -0.2753 0.6336 -4.0098
H -2.1782 -4.5369 -4.1704
H -3.4411 -3.3227 -4.0138
H -2.4118 -3.6097 -2.6016
H -1.1663 1.2530 -4.1129
H 0.5168 1.0306 -4.6448
H 0.0934 0.6852 -2.9853
C 2.5232 -1.1960 -3.4128
O 2.7498 -0.4832 -4.6236
C 4.0093 -0.3916 -5.1103
O 5.0378 -0.9731 -4.6770
O 3.9670 0.4821 -6.0629
C 5.1506 0.9118 -6.6824
H 3.2264 -0.8758 -2.6440
H 2.5110 -2.2798 -3.5276
H 1.5187 -0.8976 -3.1127
H 5.7951 0.0947 -7.0066
H 5.8210 1.4407 -6.0049
H 4.9278 1.5327 -7.5501
C 5.6371 -2.9987 -2.2294
O 5.3626 -2.4836 -0.9316
C 4.1254 -2.7228 -0.3875
O 3.1666 -3.2139 -1.0307
O 4.1304 -2.2117 0.8048
C 2.8975 -2.0615 1.4782
H 4.9502 -2.4197 -2.8468
H 5.4461 -4.0703 -2.2865
H 6.6530 -2.7999 -2.5706
H 2.0024 -2.2112 0.8744
H 2.9640 -1.1171 2.0184
H 2.8918 -2.8836 2.1940
C -2.9544 -3.5229 3.0974
O -1.6768 -3.4519 2.5914
C -1.4013 -4.0674 1.4743
O -2.1031 -4.4470 0.5149
O -0.0404 -4.0633 1.4685
C 0.6298 -4.5138 0.2951
H -3.5872 -3.0586 2.3410
H -3.2291 -3.0907 4.0596
H -3.1992 -4.5851 3.1024
H 0.4771 -5.4998 -0.1436
H 1.6798 -4.3740 0.5519
H 0.5269 -3.8277 -0.5457
*
```

- Kohn-Sham gap: 0.398 Ha
- SMILES string: COC(=O)OC.COC(=O)OC.COC(=O)OC.COC(=O)OC.COC(=O)OC.COC(=O)OC.COC(=O)OC.COC(=O)OC.COC(=O)OC.COC(=O)OC.COC(=O)OC
- LUMO energy: 0.0183 Ha
- Energy: -3779.81613 Ha
- Relative energy (zero: lowest compared OMol25 entry of this formula, charge and spin): 118.4 kcal per mole
- E_HOMO: -10.34 eV